(1)
A structure of composition C45H53AsCl2CoN3OSi2. Source: OMol25; level of theory: wB97M-V/def2-TZVPD.

Properties
charge = -1
relative energy (zero: lowest compared OMol25 entry of this formula, charge and spin) = 0.0 kcal per mole
spin multiplicity = 4
total energy = -193314.84587 eV
⟨S²⟩ = 3.7608
HOMO level (alpha / beta) = -4.2 / -4.3 eV

Last column: Löwdin spin population.
CARTESIAN COORDINATES (ANGSTROEM)
Co1 0.288 0.102 0.979  2.68
C1 -1.354 1.617 4.782  0.00
Si1 0.420 1.717 4.150  0.01
C2 1.457 2.116 5.698  0.00
C3 0.681 3.253 3.095  0.00
C4 1.050 0.093 3.478  0.06
C5 2.200 0.211 2.648  0.00
C6 3.472 -0.404 2.859  0.01
C7 4.519 -0.136 2.022  0.00
C8 4.351 0.727 0.926  0.01
C9 3.091 1.222 0.707  0.00
N1 2.051 0.960 1.508  0.04
Si2 0.786 -1.445 4.471  0.01
C10 1.468 -2.982 3.572  0.00
C11 1.612 -1.462 6.179  0.00
C12 -1.049 -1.763 4.824  0.00
H1 -1.771 2.619 4.886  0.00
H2 -1.381 1.140 5.763  0.00
H3 -2.012 1.061 4.124  0.00
H4 1.262 3.131 6.047  0.00
H5 2.522 2.039 5.475  0.00
H6 1.244 1.436 6.521  0.00
H7 0.275 4.112 3.634  0.00
H8 0.199 3.196 2.128  0.00
H9 1.748 3.424 2.945  0.00
H10 3.606 -1.045 3.717  0.00
H11 5.487 -0.585 2.212  0.00
H12 5.163 0.960 0.254  0.00
H13 2.864 1.827 -0.166  0.00
H14 2.363 -3.363 4.065  0.00
H15 1.729 -2.782 2.536  0.00
H16 0.727 -3.782 3.577  0.00
H17 2.665 -1.190 6.126  0.00
H18 1.540 -2.458 6.618  0.00
H19 1.125 -0.766 6.860  0.00
H20 -1.698 -1.180 4.178  0.00
H21 -1.298 -1.505 5.853  0.00
H22 -1.298 -2.813 4.680  0.00
Cl1 -3.886 2.845 1.703  0.00
C13 -3.721 1.119 1.617  0.00
C14 -4.865 0.330 1.749  0.00
C15 -4.787 -1.033 1.708  0.00
Cl2 -6.246 -1.983 1.846  0.00
C16 -3.541 -1.677 1.560  0.00
C17 -3.350 -3.078 1.528  0.00
C18 -2.089 -3.588 1.397  0.00
C19 -0.998 -2.707 1.312  0.00
N2 -1.146 -1.401 1.351  0.03
C20 -2.392 -0.867 1.446  0.00
C21 -2.448 0.578 1.421  0.00
O1 -1.383 1.266 1.253  0.04
H23 -5.822 0.813 1.884  0.00
H24 -4.210 -3.729 1.602  0.00
H25 -1.915 -4.653 1.359  0.00
H26 0.013 -3.082 1.212  0.00
C22 2.292 5.818 -3.144  0.00
C23 1.551 4.532 -2.903  0.00
C24 2.107 3.308 -3.233  0.00
C25 1.436 2.109 -3.006  0.00
C26 2.124 0.834 -3.392  0.00
C27 0.155 2.128 -2.444  0.00
As1 -0.912 0.539 -1.916  0.00
N3 0.390 -0.377 -0.990  0.06
C28 1.155 -1.467 -1.293  0.01
C29 1.240 -2.118 -2.543  0.01
C30 2.048 -3.223 -2.737  0.00
C31 2.825 -3.749 -1.714  0.01
C32 2.774 -3.121 -0.476  0.00
C33 1.969 -2.019 -0.274  0.01
C34 -1.355 -0.443 -3.586  0.00
C35 -1.914 -1.712 -3.396  0.00
C36 -2.093 -2.332 -2.033  0.00
C37 -2.343 -2.458 -4.491  0.00
C38 -2.273 -1.964 -5.781  0.00
C39 -2.726 -2.775 -6.964  0.00
C40 -1.806 -0.666 -5.945  0.00
C41 -1.367 0.108 -4.878  0.00
C42 -0.963 1.528 -5.183  0.00
C43 -0.420 3.363 -2.105  0.00
C44 -1.788 3.469 -1.484  0.00
C45 0.284 4.539 -2.338  0.00
H27 3.241 5.635 -3.648  0.00
H28 2.502 6.330 -2.205  0.00
H29 1.705 6.499 -3.763  0.00
H30 3.096 3.276 -3.676  0.00
H31 3.042 1.044 -3.941  0.00
H32 1.484 0.211 -4.018  0.00
H33 2.377 0.245 -2.512  0.00
H34 0.664 -1.745 -3.374  0.00
H35 2.070 -3.680 -3.719  0.00
H36 3.459 -4.611 -1.878  0.00
H37 3.374 -3.488 0.349  0.00
H38 1.983 -1.555 0.707  0.00
H39 -2.047 -1.601 -1.227  0.00
H40 -1.320 -3.080 -1.838  0.00
H41 -3.065 -2.824 -1.978  0.00
H42 -2.752 -3.447 -4.317  0.00
H43 -3.107 -3.745 -6.650  0.00
H44 -1.905 -2.944 -7.662  0.00
H45 -3.518 -2.261 -7.510  0.00
H46 -1.795 -0.232 -6.939  0.00
H47 -1.322 1.801 -6.175  0.00
H48 0.118 1.667 -5.165  0.00
H49 -1.384 2.233 -4.466  0.00
H50 -2.546 2.936 -2.065  0.00
H51 -2.088 4.514 -1.411  0.00
H52 -1.798 3.033 -0.484  0.00
H53 -0.173 5.484 -2.069  0.00



(2)
A structure of composition C45H53F10LuN7O2PS2. Source: OMol25; level of theory: wB97M-V/def2-TZVPD.

Properties
charge = -2
relative energy (zero: lowest compared OMol25 entry of this formula, charge and spin) = 16.9 kcal per mole
total energy = -153804.84917 eV
HOMO level = -1.7 eV

Last column: Mulliken charge in e.
CARTESIAN COORDINATES (ANGSTROEM)
Lu1 0.526 -0.909 0.041  1.73
C1 1.121 -4.875 0.206  -1.25
N1 0.547 -4.101 -0.886  1.64
C2 -0.547 -4.849 -1.517  -2.13
C3 -1.679 -3.956 -2.064  1.07
N2 -2.829 -4.105 -1.212  -0.85
C4 -3.849 -3.311 -1.241  0.64
C5 -4.157 -2.206 -2.128  0.03
F1 -3.345 -1.974 -3.213  -0.47
C6 -5.228 -1.357 -1.961  0.50
F2 -5.424 -0.325 -2.821  -0.41
C7 -6.124 -1.531 -0.910  0.56
F3 -7.171 -0.673 -0.713  -0.39
C8 -5.925 -2.622 -0.058  0.19
F4 -6.805 -2.823 0.962  -0.42
C9 -4.864 -3.469 -0.228  0.19
F5 -4.740 -4.511 0.636  -0.44
C10 1.644 -3.813 -1.805  -0.99
C11 1.252 -3.048 -3.053  -1.50
N3 0.636 -1.774 -2.744  0.36
C12 0.211 -1.113 -3.797  -0.89
C13 0.329 -1.411 -5.200  0.15
F6 1.059 -2.468 -5.672  -0.40
C14 -0.243 -0.634 -6.181  0.31
F7 -0.091 -1.004 -7.477  -0.36
C15 -0.957 0.520 -5.884  0.28
F8 -1.515 1.272 -6.869  -0.38
C16 -1.083 0.877 -4.543  -0.26
F9 -1.767 1.995 -4.219  -0.31
C17 -0.515 0.093 -3.577  0.09
F10 -0.656 0.423 -2.251  1.17
H1 1.597 -5.807 -0.159  0.38
H2 0.351 -5.137 0.927  0.44
H3 1.874 -4.268 0.704  -0.11
H4 -1.006 -5.476 -0.750  0.63
H5 -0.154 -5.510 -2.312  0.49
H6 -1.923 -4.248 -3.096  0.44
H7 -1.314 -2.919 -2.091  -0.91
H8 2.138 -4.755 -2.132  0.37
H9 2.374 -3.218 -1.253  0.02
H10 0.563 -3.658 -3.654  0.47
H11 2.171 -2.900 -3.641  0.67
O1 2.750 -2.202 0.650  -0.11
N4 3.804 -1.509 0.960  -0.20
C18 4.591 -1.903 1.969  -0.08
C19 5.708 -1.193 2.347  -1.09
C20 6.021 -0.017 1.665  -0.42
C21 5.217 0.378 0.625  -0.81
C22 4.092 -0.370 0.240  0.62
S1 3.120 0.029 -1.079  -0.36
H12 4.287 -2.817 2.459  0.51
H13 6.319 -1.554 3.159  0.42
H14 6.885 0.570 1.948  0.38
H15 5.420 1.270 0.057  0.43
S2 -0.688 -3.848 3.959  -0.54
C23 -1.720 -4.213 2.633  -0.21
C24 -1.450 -3.466 1.530  -0.84
C25 -0.379 -2.528 1.663  -0.25
C26 0.126 -2.619 2.935  1.29
C27 1.147 -1.813 3.523  0.03
C28 1.619 -2.036 4.832  -1.29
C29 2.598 -1.228 5.359  -0.94
C30 3.115 -0.210 4.567  -1.33
C31 2.605 -0.069 3.285  -0.12
N5 1.647 -0.816 2.766  1.22
H16 -2.464 -4.981 2.752  0.51
H17 -2.006 -3.617 0.618  0.44
H18 1.190 -2.842 5.409  0.45
H19 2.957 -1.380 6.370  0.37
H20 3.890 0.450 4.928  0.53
H21 3.010 0.694 2.640  0.21
O2 -2.124 -0.730 -0.420  0.84
H22 -2.442 -1.340 -1.103  -0.83
H23 -2.274 0.160 -0.766  -0.17
C32 -4.009 -0.559 2.312  -1.21
C33 -2.590 -0.353 2.398  0.72
N6 -1.457 -0.194 2.434  -0.03
H24 -4.249 -1.583 2.596  0.37
H25 -4.319 -0.402 1.280  -0.01
H26 -4.536 0.136 2.966  0.48
C34 0.150 3.126 2.985  -2.33
C35 1.035 3.703 1.881  2.99
C36 2.425 3.085 2.055  -1.83
C37 1.146 5.214 2.061  -2.04
P1 0.324 2.925 0.229  -1.50
N7 0.467 1.417 0.214  0.32
C38 1.284 3.872 -1.193  3.01
C39 2.786 3.850 -0.908  -1.87
C40 1.100 3.010 -2.439  -1.94
C41 0.872 5.315 -1.471  -2.03
C42 -1.565 3.571 0.132  3.28
C43 -2.345 2.530 0.934  -2.01
C44 -1.934 4.971 0.619  -2.37
C45 -2.044 3.419 -1.312  -2.30
H27 0.639 3.226 3.958  0.68
H28 -0.026 2.068 2.791  0.45
H29 -0.804 3.643 3.044  0.24
H30 2.593 2.800 3.094  0.66
H31 3.224 3.767 1.772  0.33
H32 2.483 2.191 1.434  -0.04
H33 1.432 5.427 3.095  0.54
H34 0.209 5.719 1.863  0.26
H35 1.909 5.638 1.412  0.32
H36 3.081 2.854 -0.593  0.08
H37 3.085 4.584 -0.164  0.26
H38 3.329 4.078 -1.829  0.66
H39 1.447 2.002 -2.213  -0.23
H40 1.688 3.412 -3.268  0.66
H41 0.067 2.963 -2.757  0.22
H42 0.869 5.908 -0.561  0.21
H43 -0.113 5.369 -1.921  0.28
H44 1.581 5.771 -2.167  0.53
H45 -2.399 2.771 1.992  0.32
H46 -1.833 1.575 0.828  -0.17
H47 -3.368 2.431 0.565  0.63
H48 -1.802 5.071 1.694  0.42
H49 -2.991 5.155 0.405  0.52
H50 -1.354 5.744 0.122  0.24
H51 -1.712 2.464 -1.703  0.34
H52 -1.688 4.210 -1.965  0.23
H53 -3.137 3.437 -1.356  0.66



(3)
A structure of composition C45H54BF4N4O3PTi. Source: OMol25; level of theory: wB97M-V/def2-TZVPD.

Properties
relative energy (zero: lowest compared OMol25 entry of this formula, charge and spin) = 116.6 kcal per mole
total energy = -103597.85672 eV
HOMO level (alpha / beta) = -7.0 / -7.0 eV

Last column: Mulliken charge in e.
CARTESIAN COORDINATES (ANGSTROEM)
Ti1 0.332 -0.234 -0.186  -0.71
C1 1.810 -2.596 -4.148  -1.69
C2 0.478 -1.878 -3.851  1.98
C3 -1.931 -1.424 -4.819  0.48
C4 -2.329 -2.910 -4.505  -1.04
C5 -1.991 -3.635 -3.393  -1.10
C6 -1.133 -3.201 -2.332  1.49
C7 -1.213 -3.913 -1.009  -1.35
C8 -0.071 -2.304 -2.522  -0.58
N1 0.726 -1.975 -1.407  1.03
C9 1.733 -2.757 -0.812  -0.13
O1 2.265 -3.791 -1.281  -0.69
C10 2.192 -2.226 0.467  0.17
C11 3.586 -2.103 0.933  -0.74
C12 3.794 -1.315 2.077  -0.73
C13 2.746 -1.197 2.968  -0.65
C14 1.506 -1.673 2.599  0.64
N2 1.217 -1.746 1.249  1.14
C15 0.514 -1.884 3.649  -0.33
O2 0.649 -1.514 4.856  -0.73
N3 -0.543 -2.611 3.258  0.63
C16 -1.332 -3.216 4.253  0.01
C17 -2.527 -2.599 4.687  0.77
C18 -3.145 -1.520 3.843  -1.11
C19 -3.166 -3.111 5.804  -0.93
C20 -2.602 -4.183 6.479  -0.61
C21 -1.410 -4.789 6.113  -1.14
C22 -0.742 -4.299 4.948  1.19
C23 0.660 -4.758 4.680  -1.08
H1 2.706 -2.175 -3.677  0.02
H2 1.960 -2.513 -5.227  0.68
H3 1.765 -3.642 -3.822  0.34
H4 -2.324 -1.246 -5.829  0.81
H5 -2.815 -3.510 -5.354  0.25
H6 -2.443 -4.671 -3.285  0.30
H7 -1.946 -4.728 -1.014  0.63
H8 -0.216 -4.372 -0.786  0.31
H9 -1.491 -3.312 -0.092  -0.12
H10 4.473 -2.534 0.395  0.48
H11 4.759 -0.874 2.297  0.50
H12 2.800 -0.715 3.946  0.58
H13 -3.774 -1.888 3.019  0.27
H14 -3.842 -0.998 4.502  0.42
H15 -2.431 -0.775 3.392  -0.03
H16 -4.058 -2.649 6.196  0.40
H17 -3.099 -4.459 7.404  0.34
H18 -0.993 -5.596 6.697  0.36
H19 0.857 -5.180 3.695  0.29
H20 1.353 -3.962 4.815  0.25
H21 0.909 -5.558 5.400  0.39
C24 2.378 4.146 3.105  -1.53
C25 1.584 2.969 2.461  0.49
C26 0.370 2.640 3.375  -1.22
P1 1.347 2.934 0.613  0.87
C27 2.172 4.495 -0.099  0.59
C28 1.480 5.128 -1.340  -1.46
C29 3.670 4.297 -0.429  -1.39
C30 -0.402 3.148 0.242  0.43
C31 -0.958 4.301 0.806  -0.95
C32 -2.288 4.751 0.434  0.14
C33 -2.886 5.966 1.068  -1.47
C34 -2.920 4.021 -0.595  -1.23
C35 -2.355 2.913 -1.193  -0.57
C36 -1.093 2.422 -0.788  -0.41
N4 -0.594 1.242 -1.268  1.39
C37 -0.863 0.563 -2.478  -0.39
C38 0.060 0.709 -3.576  0.58
C39 0.600 2.025 -3.996  -1.34
C40 0.500 -0.418 -4.363  -1.26
C41 -0.393 -1.439 -4.992  1.10
C42 -0.019 -1.843 -6.381  -2.17
C43 -2.617 -0.699 -3.707  -2.39
C44 -2.109 -0.103 -2.568  2.04
C45 -3.064 -0.323 -1.396  -1.47
H22 3.100 3.763 3.854  0.42
H23 1.728 4.903 3.568  0.30
H24 2.958 4.663 2.345  0.35
H25 2.264 2.091 2.484  0.12
H26 -0.414 3.393 3.330  0.31
H27 0.752 2.654 4.412  0.48
H28 -0.010 1.662 3.164  0.01
H29 2.070 5.283 0.685  0.58
H30 1.755 4.663 -2.316  0.19
H31 1.909 6.173 -1.371  0.49
H32 0.366 5.174 -1.281  0.21
H33 4.006 5.119 -1.068  0.45
H34 3.893 3.356 -0.963  0.10
H35 4.246 4.244 0.501  0.29
H36 -0.363 4.841 1.524  0.65
H37 -2.784 5.895 2.181  0.34
H38 -3.991 6.020 0.861  0.36
H39 -2.479 6.919 0.761  0.28
H40 -3.867 4.352 -1.016  0.36
H41 -2.920 2.460 -1.988  0.50
H42 1.644 2.204 -3.828  0.22
H43 0.052 2.853 -3.533  0.29
H44 0.496 2.152 -5.102  0.37
H45 1.450 -0.250 -4.874  0.34
H46 1.004 -1.531 -6.548  0.41
H47 -0.719 -1.339 -7.070  0.51
H48 -0.167 -2.924 -6.521  0.37
H49 -3.705 -0.830 -3.732  0.31
H50 -4.009 0.189 -1.571  0.59
H51 -2.655 0.080 -0.489  -0.33
H52 -3.286 -1.398 -1.244  0.42
F1 2.017 0.453 -0.621  0.46
B1 3.532 0.398 -1.742  0.17
F2 4.473 0.121 -0.820  -0.20
F3 3.234 -0.634 -2.535  0.04
F4 3.441 1.667 -2.300  -0.23
O3 -0.727 0.152 1.259  -0.52
H53 -0.592 -2.831 2.232  -0.19
H54 -1.524 0.713 1.163  0.07



(4)
A structure of composition C45H54CdF5N10O3. Source: OMol25; level of theory: wB97M-V/def2-TZVPD.

Properties
charge = +1
total energy = -86730.53767 eV
HOMO level = -9.0 eV

Last column: Mulliken charge in e.
CARTESIAN COORDINATES (ANGSTROEM)
Cd1 -0.269 0.165 -0.323  6.49
C1 -0.626 -4.587 2.846  -0.63
O1 0.190 -4.983 1.757  -0.47
C2 0.300 -3.891 0.951  0.09
N1 -0.451 -2.881 1.219  0.53
C3 -1.260 -3.247 2.374  -0.02
C4 -2.726 -3.498 2.105  0.89
C5 -3.155 -4.179 0.972  -0.15
C6 -4.484 -4.538 0.838  -1.01
C7 -5.395 -4.231 1.834  -0.52
C8 -4.977 -3.546 2.961  -0.91
C9 -3.649 -3.184 3.095  -0.22
C10 1.290 -3.948 -0.068  -0.02
C11 1.952 -5.103 -0.409  -0.34
C12 2.866 -5.143 -1.452  -1.71
C13 2.989 -4.009 -2.238  -0.51
C14 2.391 -2.811 -1.898  0.04
N2 1.743 -2.659 -0.598  2.16
C15 2.507 -1.649 -2.705  -0.14
N3 2.137 -0.446 -2.403  0.96
C16 2.834 0.421 -3.357  0.62
C17 3.166 -0.542 -4.512  -1.03
O2 3.196 -1.806 -3.868  -0.43
C18 2.216 1.733 -3.751  -0.60
C19 1.314 2.387 -2.926  1.23
C20 0.857 3.654 -3.248  -0.99
C21 1.297 4.283 -4.400  -0.68
C22 2.210 3.643 -5.223  -0.85
C23 2.671 2.380 -4.897  -0.83
H1 0.008 -4.458 3.731  0.32
H2 -1.369 -5.361 3.049  0.32
H3 -1.159 -2.464 3.130  -0.29
H4 -2.450 -4.435 0.194  0.35
H5 -4.809 -5.068 -0.043  0.46
H6 -6.425 -4.533 1.739  0.44
H7 -5.678 -3.304 3.745  0.47
H8 -3.323 -2.671 3.990  0.35
H9 1.670 -6.002 0.116  0.59
H10 3.366 -6.059 -1.704  0.45
H11 3.530 -4.042 -3.169  0.64
H12 3.787 0.678 -2.856  0.35
H13 4.138 -0.368 -4.972  0.40
H14 2.375 -0.550 -5.269  0.36
H15 0.963 1.893 -2.029  -0.52
H16 0.171 4.153 -2.578  0.58
H17 0.941 5.271 -4.657  0.45
H18 2.586 4.137 -6.108  0.40
H19 3.395 1.902 -5.538  0.43
O3 0.414 -0.329 3.131  -0.37
C24 -0.068 0.265 4.326  -1.03
C25 -1.595 0.303 4.331  -0.22
C26 -2.206 1.113 3.167  0.00
C27 -2.953 0.242 2.197  -0.08
C28 -4.329 0.087 2.345  -1.06
C29 -5.036 -0.679 1.435  -1.25
C30 -4.330 -1.339 0.447  -1.41
C31 -2.953 -1.198 0.423  -0.48
N4 -2.278 -0.379 1.226  2.28
H20 1.369 -0.429 3.206  0.15
H21 0.326 1.288 4.422  0.32
H22 0.277 -0.315 5.194  0.60
H23 -1.903 0.727 5.288  0.43
H24 -1.965 -0.720 4.292  -0.17
H25 -1.416 1.624 2.631  -1.46
H26 -2.883 1.863 3.577  1.07
H27 -4.841 0.572 3.163  0.57
H28 -6.109 -0.775 1.507  0.51
H29 -4.819 -1.966 -0.279  0.71
H30 -2.359 -1.777 -0.270  -0.13
C32 4.544 2.373 -0.766  -1.15
N5 4.379 1.008 -0.307  0.09
C33 5.473 0.076 -0.528  -0.79
C34 4.814 -1.305 -0.485  -0.29
N6 3.491 -1.001 0.023  0.43
C35 2.614 -1.997 0.483  -0.90
C36 3.226 0.349 0.005  -0.17
N7 2.078 0.811 0.364  -0.04
C37 1.956 2.216 0.716  -1.31
C38 0.628 2.406 1.447  -1.17
N8 -0.503 2.459 0.535  1.23
C39 -1.307 3.476 0.579  -1.47
N9 -2.552 3.479 0.053  0.50
C40 -3.194 2.431 -0.681  -0.64
C41 -3.261 4.713 0.300  -0.70
C42 -2.347 5.434 1.291  -0.56
N10 -1.108 4.671 1.255  0.26
C43 0.132 5.418 1.263  -0.96
H31 5.508 2.447 -1.267  0.39
H32 4.552 3.081 0.066  0.36
H33 3.770 2.660 -1.480  0.36
H34 6.232 0.194 0.255  0.39
H35 5.946 0.265 -1.493  0.42
H36 5.334 -1.988 0.191  0.58
H37 4.761 -1.767 -1.478  0.07
H38 3.188 -2.811 0.939  0.64
H39 0.940 -2.021 -0.710  -2.08
H40 1.897 -1.574 1.195  -0.25
H41 1.994 2.867 -0.163  -0.06
H42 2.770 2.498 1.395  0.67
H43 0.677 3.268 2.114  1.12
H44 0.500 1.504 2.047  -0.75
H45 -2.646 1.507 -0.528  -0.29
H46 -3.231 2.656 -1.751  0.25
H47 -4.216 2.290 -0.321  0.33
H48 -4.246 4.503 0.723  0.30
H49 -3.397 5.274 -0.633  0.34
H50 -2.762 5.419 2.305  0.33
H51 -2.174 6.474 1.006  0.34
H52 -0.034 6.426 0.872  0.40
H53 0.881 4.941 0.635  0.20
H54 0.530 5.516 2.279  0.32
F1 -2.761 -0.200 -2.094  -0.36
C44 -1.392 -0.062 -2.284  -1.54
F2 -1.294 1.088 -3.034  -0.29
C45 -1.005 -1.233 -3.191  0.81
F3 -0.502 -2.237 -2.414  -0.30
F4 -0.060 -0.918 -4.069  -0.30
F5 -2.024 -1.763 -3.864  -0.30